Record 1
ORCA calculation (ωB97M-V with the def2-TZVPD basis set) on a cluster of 7 separate species, C16H26Cl6O18S3 in total.

Last column: Mulliken charge in e.
Geometry (Å):
C 4.536 0.508 -0.324  0.172
Cl 3.670 1.106 1.110  -0.082
Cl 6.297 0.224 -0.011  -0.148
Cl 4.301 1.568 -1.662  -0.093
H 4.120 -0.478 -0.535  0.112
C 3.130 5.841 -1.417  -0.013
Cl 2.905 7.393 -0.600  -0.124
Cl 1.919 4.645 -0.850  -0.066
Cl 4.764 5.282 -1.056  -0.113
H 3.100 6.032 -2.490  0.310
C -4.014 -0.576 4.134  -1.539
C -3.987 -0.406 2.674  0.754
C -2.676 0.140 2.230  -0.243
O -2.188 -0.957 1.513  -0.025
C -3.032 -1.901 1.347  0.440
O -2.822 -2.934 0.661  -0.630
O -4.045 -1.724 2.077  -0.345
H -4.870 -1.150 4.489  0.382
H -4.104 0.395 4.623  0.413
H -3.152 -1.034 4.618  0.340
H -4.747 0.256 2.260  0.280
H -2.041 0.539 3.021  -0.127
H -2.632 0.987 1.545  0.311
C 3.054 0.035 4.620  -1.382
C 1.522 0.045 4.595  0.294
C 1.017 1.037 5.575  -0.577
O 0.188 1.901 4.820  -0.372
C 0.291 1.602 3.538  0.638
O -0.125 2.225 2.592  -0.557
O 1.061 0.561 3.354  -0.109
H 3.433 -0.746 3.961  0.313
H 3.274 -0.162 5.669  0.456
H 3.341 1.046 4.330  0.333
H 1.049 -0.919 4.784  0.355
H 1.731 1.630 6.146  0.314
H 0.548 0.395 6.320  0.346
C 0.542 1.374 -1.189  0.248
C 0.363 0.278 -0.130  0.857
O 0.116 -0.842 -0.807  0.044
S -0.025 -0.710 -2.415  1.074
O -1.248 -1.358 -2.974  -0.560
O 1.254 -1.062 -2.992  -0.566
O -0.254 0.911 -2.266  -0.432
H 1.573 1.424 -1.538  0.010
H 0.161 2.366 -0.948  0.185
H -0.397 0.618 0.574  -0.562
H 1.303 0.199 0.416  -0.223
C -0.111 -4.293 -0.123  -0.072
C 1.101 -3.629 -0.830  0.231
O 2.066 -4.677 -0.790  -0.442
S 1.414 -6.230 -0.681  1.017
O 2.302 -7.100 0.087  -0.516
O 0.850 -6.699 -1.958  -0.517
O 0.232 -5.593 0.325  -0.401
H -0.959 -4.412 -0.798  0.293
H -0.315 -3.676 0.752  0.105
H 1.431 -2.693 -0.380  0.078
H 0.816 -3.550 -1.879  0.131
C -1.529 1.829 -5.698  -0.315
C -2.326 0.503 -5.458  -0.090
O -3.376 0.651 -6.410  -0.385
S -3.464 2.174 -7.161  1.020
O -4.218 3.115 -6.299  -0.519
O -3.818 2.009 -8.575  -0.499
O -1.848 2.395 -6.920  -0.365
H -0.453 1.661 -5.647  0.332
H -1.668 2.565 -4.906  0.328
H -2.657 0.400 -4.424  0.202
H -1.675 -0.356 -5.621  0.292

* frontier orbital gap: 10.568 eV
* SMILES string: C[C@H]1COC(=O)O1.C[C@H]1COC(=O)O1.O=S1(=O)OCCO1.O=S1(=O)OCCO1.O=S1(=O)OCCO1.ClC(Cl)Cl.ClC(Cl)Cl
* DFT total energy: -161503.276 eV
* ΔE to the lowest compared entry with this formula, charge and spin: 62.8 kcal per mole

Record 2
ORCA calculation (ωB97M-V with the def2-TZVPD basis set) on a cluster of 8 separate species, C56H106Cl2N2O9 in total.

Last column: Mulliken charge in e.
Geometry (Å):
C 1.182 7.385 -3.197  -1.170
C 0.550 6.692 -1.920  -0.491
C -0.075 5.268 -2.201  0.372
C 0.682 4.088 -1.425  0.213
C 0.240 4.220 0.080  -1.006
C 0.393 2.691 -2.101  0.272
C 1.507 2.455 -3.224  -1.016
N 1.496 3.484 -4.282  -0.364
O -0.948 2.739 -2.629  -0.016
C -1.191 1.809 -3.660  -0.282
Cl -2.995 1.453 -3.580  -0.211
C 0.492 1.423 -1.131  -1.446
Cl -1.132 1.192 -0.330  -0.171
N 1.644 1.437 -0.214  1.656
C 1.317 1.067 1.180  -1.548
C 2.590 0.968 2.137  0.534
C 2.000 0.580 3.576  -0.702
C 2.890 1.131 4.750  -0.776
C 2.804 2.684 4.949  -0.150
C 3.677 3.187 6.189  -0.849
C 4.929 4.032 5.741  -0.489
C 5.456 5.048 6.823  -0.687
C 6.376 6.098 6.048  -0.513
C 7.030 7.161 7.003  -0.386
O 8.215 7.799 6.474  -0.375
C 8.161 7.973 5.056  -0.605
C 2.813 0.733 -0.747  -1.694
C 4.123 1.622 -0.697  0.932
C 5.281 1.068 -1.420  -0.920
C 6.517 1.834 -1.469  -0.766
C 6.575 3.138 -0.797  1.017
C 7.899 3.957 -0.907  -1.265
C 5.457 3.688 -0.042  -1.613
C 4.215 2.890 -0.010  0.429
H 2.286 7.176 -3.191  0.256
H 0.675 7.030 -4.126  0.283
H 1.032 8.495 -3.087  0.385
H -0.292 7.362 -1.575  0.281
H 1.252 6.628 -1.047  0.362
H -0.226 5.053 -3.284  0.301
H -1.109 5.281 -1.744  -0.451
H 1.783 4.321 -1.469  0.266
H 0.980 3.729 0.757  -0.246
H 0.240 5.313 0.362  0.645
H -0.816 3.878 0.259  0.195
H 1.509 1.399 -3.616  0.248
H 2.489 2.578 -2.679  0.308
H 2.197 3.212 -4.971  0.299
H 0.582 3.596 -4.718  0.243
H -0.690 0.821 -3.540  0.201
H -1.015 2.191 -4.695  0.304
H 0.612 0.522 -1.807  1.003
H 0.668 1.840 1.675  0.390
H 0.847 0.038 1.239  0.112
H 3.267 0.127 1.856  0.355
H 3.098 1.950 2.279  -0.474
H 0.990 1.059 3.662  0.408
H 1.856 -0.536 3.620  0.176
H 3.977 0.858 4.662  0.256
H 2.526 0.667 5.714  0.379
H 3.167 3.278 4.064  0.077
H 1.753 3.018 5.148  0.250
H 3.057 3.761 6.930  0.421
H 4.043 2.274 6.745  0.337
H 5.776 3.330 5.517  0.203
H 4.657 4.647 4.835  0.244
H 6.065 4.569 7.639  0.337
H 4.645 5.635 7.333  0.340
H 5.728 6.603 5.288  0.334
H 7.133 5.477 5.491  0.292
H 7.359 6.648 7.946  0.314
H 6.266 7.963 7.235  0.238
H 8.518 7.026 4.558  0.220
H 7.176 8.331 4.666  0.274
H 8.918 8.756 4.765  0.252
H 2.716 0.461 -1.838  0.595
H 3.022 -0.253 -0.232  0.499
H 5.269 0.086 -1.940  0.366
H 7.426 1.500 -2.016  0.335
H 8.202 3.936 -1.995  0.350
H 7.653 5.027 -0.683  0.322
H 8.747 3.553 -0.304  0.264
H 5.516 4.667 0.487  0.311
H 3.322 3.253 0.543  0.430
C -0.210 -4.193 1.072  0.259
C 0.459 -4.887 2.241  -0.518
C 1.837 -4.250 2.238  -0.464
O 1.675 -2.917 1.730  -0.427
C 0.361 -2.790 1.170  -0.263
H -1.300 -4.212 1.115  0.234
H 0.104 -4.661 0.136  -0.239
H -0.066 -4.640 3.169  0.312
H 0.492 -5.973 2.146  0.167
H 2.520 -4.785 1.570  0.170
H 2.283 -4.212 3.234  0.336
H -0.234 -2.166 1.845  0.182
H 0.423 -2.292 0.199  0.142
C 1.878 -10.163 0.058  -0.520
C 3.181 -9.894 0.786  -0.653
C 3.083 -8.405 1.068  -0.525
O 1.689 -8.102 1.218  -0.265
C 0.919 -9.231 0.777  0.242
H 1.562 -11.206 0.091  0.413
H 1.971 -9.866 -0.991  0.187
H 3.201 -10.452 1.727  0.255
H 4.069 -10.161 0.213  0.376
H 3.467 -7.814 0.229  0.302
H 3.620 -8.113 1.973  0.284
H 0.490 -9.709 1.664  0.115
H 0.103 -8.893 0.137  -0.229
C -4.896 6.599 -2.369  -0.399
C -5.457 5.231 -2.046  -0.241
C -4.280 4.559 -1.364  -0.091
O -3.536 5.596 -0.707  -0.415
C -4.012 6.869 -1.163  -0.334
H -5.660 7.363 -2.517  0.307
H -4.286 6.545 -3.276  0.164
H -6.291 5.329 -1.343  0.205
H -5.810 4.686 -2.919  0.083
H -3.619 4.081 -2.093  -0.022
H -4.590 3.810 -0.632  0.258
H -4.583 7.326 -0.347  0.331
H -3.164 7.515 -1.398  0.181
C -4.522 -10.159 0.449  -0.631
C -4.133 -10.373 1.900  -0.594
C -2.637 -10.118 1.866  -0.559
O -2.403 -9.161 0.825  -0.247
C -3.601 -9.023 0.043  -0.037
H -5.576 -9.923 0.307  0.380
H -4.290 -11.056 -0.134  0.277
H -4.626 -9.627 2.529  0.246
H -4.388 -11.363 2.281  0.338
H -2.083 -11.030 1.615  0.336
H -2.256 -9.729 2.812  0.275
H -4.044 -8.049 0.277  0.090
H -3.351 -9.045 -1.020  0.103
C -5.739 -3.681 -0.114  -0.544
C -7.101 -4.162 0.347  -0.590
C -6.842 -5.636 0.604  -0.456
O -5.471 -5.751 1.008  -0.363
C -4.805 -4.508 0.751  0.016
H -5.589 -2.607 0.004  0.367
H -5.594 -3.933 -1.169  0.247
H -7.375 -3.662 1.281  0.253
H -7.897 -3.990 -0.377  0.347
H -6.976 -6.228 -0.308  0.273
H -7.488 -6.046 1.383  0.296
H -4.621 -4.020 1.714  0.236
H -3.844 -4.699 0.268  -0.067
C -8.138 6.891 -6.394  -0.565
C -8.701 5.521 -6.067  -0.543
C -7.521 4.852 -5.385  -0.498
O -6.776 5.890 -4.732  -0.262
C -7.254 7.161 -5.190  -0.493
H -8.901 7.655 -6.542  0.328
H -7.529 6.835 -7.300  0.271
H -9.533 5.620 -5.363  0.276
H -9.056 4.971 -6.939  0.334
H -6.860 4.372 -6.114  0.297
H -7.829 4.105 -4.650  0.273
H -7.824 7.620 -4.374  0.297
H -6.406 7.807 -5.428  0.271
C 0.035 -7.548 -2.847  -0.232
C -0.908 -6.694 -2.027  0.541
C -2.018 -6.405 -3.022  -0.561
O -2.085 -7.533 -3.904  -0.443
C -0.930 -8.357 -3.696  -0.491
H 0.698 -8.172 -2.246  -0.115
H 0.653 -6.910 -3.487  0.387
H -1.300 -7.277 -1.188  -0.169
H -0.447 -5.791 -1.629  0.059
H -1.790 -5.519 -3.625  0.390
H -2.986 -6.257 -2.540  0.163
H -1.254 -9.264 -3.173  0.247
H -0.504 -8.644 -4.660  0.338

* frontier orbital gap: 8.925 eV
* SMILES string: CCC[C@@H](C)[C@](CN)(OCCl)[C@H](Cl)N(CCCCCCCCCCOC)Cc1ccc(C)cc1.C1CCOC1.C1CCOC1.C1CCOC1.C1CCOC1.C1CCOC1.C1CCOC1.C1CCOC1
* DFT total energy: -106237.277 eV

Record 3
ORCA calculation (ωB97M-V with the def2-TZVPD basis set) on a cluster of 2 separate species, C2H11N3 in total.

Last column: Mulliken charge in e.
Geometry (Å):
C 1.344 0.055 -1.547  -0.398
N 2.246 -0.933 -0.981  -0.530
H 1.722 1.086 -1.344  0.301
H 1.172 -0.101 -2.612  0.343
H 0.366 0.095 -1.047  -0.131
H 2.617 -0.505 -0.128  0.245
H 3.119 -0.901 -1.511  0.280
N -1.737 -0.723 0.388  -0.428
C -1.215 -0.015 1.508  -0.360
N -1.037 1.413 1.132  -0.277
H -1.513 -1.707 0.560  0.294
H -2.756 -0.748 0.389  0.305
H -0.197 -0.324 1.752  0.366
H -1.810 -0.078 2.422  0.401
H -1.850 1.907 0.745  0.331
H -0.472 1.478 0.276  0.257

* frontier orbital gap (alpha / beta): 10.741 / 3.497 eV
* spin multiplicity: 2
* charge: +1
* DFT total energy: -6712.488 eV
* ΔE to the lowest compared entry with this formula, charge and spin: 33.3 kcal per mole

Record 4
ORCA calculation (ωB97M-V with the def2-TZVPD basis set) on an isolated molecule of C24H28N2O5.

Last column: Mulliken charge in e.
Geometry (Å):
C -1.751 -3.701 -2.631  -0.492
C -2.722 -4.230 -1.912  -0.241
C -3.700 -3.454 -1.074  -0.574
H -3.776 -3.907 -0.074  0.366
O -3.435 -2.074 -0.975  -0.456
C -2.366 -1.654 -0.246  0.230
C -2.162 -0.273 -0.225  0.084
C -1.094 0.273 0.460  0.696
C -0.218 -0.559 1.149  -0.384
C -0.429 -1.923 1.144  -1.545
C -1.491 -2.481 0.450  -0.103
H -1.616 -3.552 0.448  0.379
H 0.246 -2.573 1.680  0.390
H 0.623 -0.138 1.676  0.468
C -0.866 1.769 0.455  -0.495
N 0.301 2.155 -0.314  0.533
C 1.227 2.759 0.447  1.044
O 2.302 3.235 0.119  -0.772
C 0.685 2.815 1.833  1.528
C -0.547 2.266 1.847  -1.662
C -1.548 2.141 2.908  0.235
O -2.741 2.072 2.660  -0.672
C -1.049 2.100 4.281  0.135
C -1.739 2.264 5.462  -0.527
C -0.796 2.103 6.493  -0.502
C 0.392 1.842 5.870  -0.502
O 0.249 1.836 4.547  -0.192
H 1.372 1.645 6.261  0.461
H -0.970 2.169 7.548  0.455
H -2.784 2.479 5.553  0.555
O 1.409 3.434 2.763  -0.635
H 2.225 3.736 2.320  0.350
C 0.405 2.027 -1.743  -1.795
H 1.222 2.685 -2.048  0.561
H -0.526 2.382 -2.199  0.315
C 0.670 0.596 -2.239  -0.186
N 1.829 0.000 -1.620  0.538
C 1.829 -1.446 -1.623  0.132
H 2.647 -1.772 -0.974  0.411
C 1.961 -2.150 -2.981  -1.411
H 1.817 -3.220 -2.845  0.479
H 1.208 -1.788 -3.677  0.283
H 2.945 -1.992 -3.413  0.316
H 0.892 -1.767 -1.156  -0.379
C 3.100 0.653 -1.876  -0.514
C 3.451 0.968 -3.336  -1.147
H 3.415 0.079 -3.960  0.216
H 4.459 1.374 -3.375  0.464
H 2.775 1.710 -3.752  0.250
H 3.876 0.010 -1.455  0.512
H 3.115 1.590 -1.311  0.105
H -0.191 -0.027 -1.988  -0.014
H 0.738 0.650 -3.340  0.611
H -1.761 2.266 0.062  0.412
H -2.862 0.351 -0.759  0.505
H -4.691 -3.511 -1.539  0.391
H -2.888 -5.299 -1.894  0.344
H -1.086 -4.309 -3.220  0.296
H -1.581 -2.638 -2.662  0.152

* frontier orbital gap: 7.912 eV
* SMILES string: C=CCOc1cccc([C@H]2C(C(=O)c3ccco3)=C(O)C(=O)N2CCN(CC)CC)c1
* DFT total energy: -38558.726 eV
* ΔE to the lowest compared entry with this formula, charge and spin: 92.9 kcal per mole